DFT (wB97M-V/def2-TZVPD) results for a cluster of 3 separate species, C24H53BFNO6PSi in total at a distorted geometry.

## Properties
- Molar mass: 540.56 g mol⁻¹
- Gap between HOMO and LUMO: 0.3442 Eh
- Energy: -2207.82512 a.u.
- HOMO: -12.001 eV
- Largest force on an atom: 0.0311 hartree/bohr
- E_LUMO: -2.64 eV

Geometry as ORCA input:
```
! wB97M-V def2-TZVPD RIJCOSX def2/J DEFGRID3
* xyz 1 1
P 2.0837 3.8416 0.9849
Si -0.4828 1.7692 -0.2034
F -0.3622 2.4349 2.3552
O -2.9549 0.4264 2.8093
O -2.0438 -1.6773 2.1830
O 3.7126 3.8737 1.2427
O 1.5495 0.3050 3.0913
O 2.0939 -0.8994 0.9282
O -0.6197 0.0292 3.0838
N 0.3804 1.5795 1.5258
C 0.7219 1.6129 -1.5999
C -7.4759 3.0432 -2.8310
C -1.2150 3.4785 -0.2238
C 3.8607 -7.1379 1.4314
C 2.1088 2.3661 4.0709
C 4.5019 -5.3322 -1.0153
C 2.2948 1.4975 2.9007
C 1.9987 3.0237 5.0734
C -6.0960 2.3880 -2.8380
C -4.8065 4.5511 -2.2651
C 1.7752 2.0458 1.5551
C -5.0601 3.0784 -1.9504
C 2.4681 -1.7232 -0.1903
C 4.0936 -7.6564 0.0130
C 0.4391 0.1874 2.2657
C 4.9896 -6.7707 -0.8549
C 5.1390 -7.0220 2.2561
C 1.5538 4.9364 2.3315
C -8.1415 3.0485 -1.4584
C 3.1385 -5.2235 -1.6924
C -1.8532 0.5545 -0.4848
C -4.2538 4.7891 -3.6669
C 3.3053 -0.9242 -1.1856
C 0.7507 -0.9794 1.3186
B -1.8955 -0.4157 2.6638
H 5.2381 -4.7812 -1.6070
H 4.1250 -1.5269 -1.5743
H -4.0926 4.9415 -1.5328
H 1.5274 5.9353 1.8882
H 3.7389 -0.0645 -0.6679
H 1.8423 3.5927 5.9547
H 0.0786 -1.0407 0.4627
H 3.3534 1.2474 2.8140
H 6.0015 -6.7564 -0.4427
H 1.6973 2.0682 -1.4364
H -1.0742 3.8812 -1.2269
H -2.7341 1.2049 3.3318
H 3.1266 -7.7944 -0.4785
H 5.8406 -6.3095 1.8190
H -2.7758 -1.7563 1.5620
H -7.4073 4.0666 -3.2093
H -5.7263 2.3447 -3.8660
H -9.1365 3.4902 -1.5097
H -3.3193 4.2418 -3.8175
H 2.7269 -0.5480 -2.0269
H 3.1555 -5.6819 -2.6825
H -5.7222 5.1311 -2.1306
H -7.5677 3.6250 -0.7307
H -4.1084 2.5362 -2.0339
H -5.3616 2.9906 -0.9018
H 5.6433 -7.9873 2.3273
H -2.6224 0.5540 0.2891
H 4.4671 -4.8396 -0.0381
H 5.0777 -7.2272 -1.8453
H 2.3148 1.4648 0.7988
H -4.9556 4.4690 -4.4375
H -6.1955 1.3476 -2.5121
H 3.3570 -6.1664 1.3989
H 3.1135 -2.5045 0.2178
H -2.2881 3.3975 -0.0246
H -0.8100 4.1489 0.5322
H 2.8535 -4.1760 -1.8185
H 0.5590 -1.8562 1.9488
H -8.2485 2.0319 -1.0739
H 0.2383 2.1886 -2.3965
H 1.5934 -2.1772 -0.6607
H 4.5433 -8.6517 0.0691
H -4.0495 5.8470 -3.8324
H -8.1144 2.5045 -3.5345
H 2.3571 -5.7115 -1.1078
H 2.2895 4.9434 3.1327
H 3.1711 -7.8175 1.9376
H 4.9215 -6.6855 3.2704
H 0.8262 0.5907 -1.9604
H -1.5435 -0.4660 -0.7044
H -2.3502 0.9278 -1.3891
H 4.1567 3.0300 1.1114
H 0.5697 4.6844 2.7205
*
```